a) {
  "formula": "C5H6O2S",
  "method": "wB97M-V/def2-TZVPD",
  "species": ["H", "H", "O", "O", "C", "H", "C", "C", "C", "S", "C", "H", "H", "H"],
  "coordinates": [[-1.24, 2.85, -0.37], [2.30, -1.07, 1.26], [2.22, 0.58, -0.63], [1.26, 1.73, 1.29], [-2.45, 0.32, 1.21], [0.78, -0.93, 1.97], [1.30, -0.96, 1.13], [-1.34, 1.83, -0.86], [-0.47, 0.72, -0.47], [1.14, 0.66, 0.30], [-1.64, 0.76, 0.24], [-1.91, 1.68, -1.74], [0.95, -1.64, 0.27], [-1.12, -1.15, -2.55]],
  "mulliken_charge": [0.250, 0.431, -0.619, -0.618, -0.314, 0.426, -1.122, -0.271, -0.273, 1.134, 0.354, 0.266, 0.317, 0.039],
  "mol_weight_g_mol": 130.17,
  "homo_energy_ev": [-9.633, -10.889],
  "gap_ev": [8.1, 8.6]
}



b) {
  "formula": "C5H6O2S",
  "method": "wB97M-V/def2-TZVPD",
  "species": ["C", "H", "H", "S", "C", "H", "O", "C", "O", "H", "H", "C", "H", "C"],
  "coordinates": [[-1.55, -1.27, -0.16], [-1.54, 0.18, 1.77], [-2.44, 1.10, -0.13], [3.48, -0.74, -0.02], [-0.45, -0.29, -0.46], [-0.24, 0.33, -1.48], [0.89, 2.02, -0.48], [1.58, 1.26, 0.23], [0.82, -0.72, -0.24], [-2.15, -1.61, -1.07], [-1.04, -2.12, 0.49], [1.86, -0.09, 0.10], [2.46, 1.75, 0.91], [-1.68, 0.19, 0.55]],
  "mulliken_charge": [-0.584, 0.250, 0.238, -0.188, 0.075, 0.332, -0.420, 0.033, -0.310, 0.232, 0.220, 0.363, 0.250, -0.493],
  "mol_weight_g_mol": 130.17,
  "homo_energy_ev": -9.365,
  "gap_ev": 7.9
}



Relative energies, in eV, with the most stable structure set to zero: a) 4.898; b) 0.000.



a) {
  "formula": "C3H4BrNO3",
  "method": "wB97M-V/def2-TZVPD",
  "species": ["C", "N", "O", "H", "Br", "O", "O", "H", "H", "C", "C", "H"],
  "coordinates": [[0.74, 0.13, 1.24], [-0.15, 0.15, -0.93], [-0.61, -0.29, 1.30], [1.38, -1.10, -1.67], [-1.79, -0.19, -1.87], [-1.01, 1.91, 0.43], [1.50, -0.73, 0.47], [-1.92, 1.98, 0.09], [1.32, 0.14, 2.16], [-0.36, 0.72, 0.32], [0.77, -0.93, -0.78], [0.15, -1.79, -0.77]],
  "mulliken_charge": [-0.139, -0.247, -0.464, 0.340, -0.045, -0.478, -0.378, 0.349, 0.381, 0.745, -0.353, 0.288],
  "smiles": "O[C@]12O[C@H]1OCN2Br",
  "mol_weight_g_mol": 181.97,
  "homo_energy_ev": -9.247,
  "gap_ev": 8.9
}



b) {
  "formula": "C3H4BrNO3",
  "method": "wB97M-V/def2-TZVPD",
  "species": ["H", "H", "C", "O", "N", "H", "H", "O", "C", "Br", "C", "O"],
  "coordinates": [[0.53, -1.57, -1.06], [2.21, 2.58, 0.55], [1.30, 2.00, 0.43], [-2.01, -1.98, -0.85], [1.28, 0.78, 0.15], [0.38, 2.57, 0.31], [0.16, -0.45, 0.92], [-1.18, -2.69, 1.14], [0.14, 0.09, -0.03], [-1.26, 1.59, -0.58], [-1.62, -2.26, 0.17], [0.06, -0.66, -1.16]],
  "mulliken_charge": [0.354, 0.258, -0.154, -0.266, -0.399, 0.191, 0.394, -0.397, 0.189, -0.356, 0.717, -0.531],
  "smiles": "C=N[C@H](O)Br.O=C=O",
  "mol_weight_g_mol": 181.97,
  "homo_energy_ev": -9.801,
  "gap_ev": 10.0
}



Relative energies, in eV, with the most stable structure set to zero: a) 1.670; b) 0.000.



a) {
  "formula": "C5H5N",
  "method": "wB97M-V/def2-TZVPD",
  "species": ["C", "H", "C", "C", "H", "C", "H", "H", "N", "H", "C"],
  "coordinates": [[0.93, 0.89, 2.08], [-1.85, -0.57, -1.29], [-1.45, -0.01, -0.40], [0.71, 0.31, 0.80], [-1.92, -0.52, 0.57], [1.71, -0.18, 1.54], [0.47, -0.10, -2.41], [2.53, -0.85, 1.60], [0.78, -0.11, -1.45], [-1.93, 1.02, -0.57], [0.03, 0.13, -0.48]],
  "mulliken_charge": [-0.934, 0.316, -0.975, 0.296, 0.287, 0.040, 0.247, 0.375, -0.632, 0.273, 0.707],
  "smiles": "[H]/N=C(\\C)C1=C=C1",
  "mol_weight_g_mol": 79.10,
  "homo_energy_ev": -8.967,
  "gap_ev": 9.3
}



b) {
  "formula": "C5H5N",
  "method": "wB97M-V/def2-TZVPD",
  "species": ["H", "C", "C", "C", "H", "C", "H", "H", "H", "N", "C"],
  "coordinates": [[0.93, 1.11, 0.48], [-0.78, -0.48, -0.30], [-0.76, 0.09, -1.55], [0.75, 0.51, 1.38], [-1.42, -1.45, -0.38], [-0.27, -0.30, 1.18], [-1.24, -0.49, -2.31], [-0.31, 1.12, -1.76], [1.20, 0.43, 2.30], [-1.08, -1.39, 3.31], [-0.89, -0.94, 2.27]],
  "mulliken_charge": [0.192, -0.173, -0.637, -0.622, 0.126, 0.545, 0.250, 0.211, 0.362, -0.413, 0.159],
  "smiles": "C=CC(=C)C#N",
  "mol_weight_g_mol": 79.10,
  "homo_energy_ev": -9.761,
  "gap_ev": 9.7
}



Relative energies, in eV, with the most stable structure set to zero: a) 2.087; b) 0.000.



a) {
  "formula": "C5H5N",
  "method": "wB97M-V/def2-TZVPD",
  "species": ["C", "N", "H", "C", "H", "C", "C", "H", "C", "H", "H"],
  "coordinates": [[0.99, 0.54, 0.10], [0.32, -1.77, -0.08], [-0.98, 0.34, 0.96], [-0.98, -1.49, -0.30], [2.30, -1.12, -0.16], [-0.38, 0.93, 0.09], [-1.31, -0.08, -0.36], [-0.69, 1.97, 0.20], [1.27, -0.79, -0.10], [1.77, 1.27, 0.29], [-2.33, 0.22, -0.62]],
  "mulliken_charge": [-0.316, -0.412, 0.221, -0.381, 0.379, -0.208, -0.364, 0.447, -0.087, 0.345, 0.376],
  "mol_weight_g_mol": 79.10,
  "homo_energy_ev": -7.180,
  "gap_ev": 6.6
}



b) {
  "formula": "C5H5N",
  "method": "wB97M-V/def2-TZVPD",
  "species": ["H", "H", "C", "C", "H", "C", "C", "H", "H", "N", "C"],
  "coordinates": [[-0.44, 1.51, -0.90], [-0.51, -1.52, -0.34], [1.79, 0.04, 0.96], [0.01, 0.53, -1.01], [2.84, 0.26, 1.17], [-0.63, -0.48, -0.05], [0.94, 0.31, 0.00], [0.22, 0.19, -2.01], [0.93, -0.47, 1.43], [-3.16, -0.02, 0.41], [-2.02, -0.21, 0.27]],
  "mulliken_charge": [0.254, 0.381, -0.626, -0.378, 0.321, -0.493, 0.191, 0.242, 0.364, -0.436, 0.179],
  "smiles": "C=C1C[C@@H]1C#N",
  "mol_weight_g_mol": 79.10,
  "homo_energy_ev": -9.090,
  "gap_ev": 9.8
}



c) {
  "formula": "C5H5N",
  "method": "wB97M-V/def2-TZVPD",
  "species": ["H", "C", "H", "C", "C", "H", "N", "H", "C", "H", "C"],
  "coordinates": [[0.00, -1.95, 0.84], [-0.24, 1.26, 0.14], [-1.02, 1.16, -0.69], [0.29, -1.71, -1.22], [-0.29, 2.50, 1.03], [1.04, 0.15, 1.41], [-0.93, 3.37, 1.46], [0.48, -0.87, -1.93], [0.47, 0.11, 0.48], [0.03, -2.74, -1.51], [0.16, -1.27, -0.01]],
  "mulliken_charge": [0.276, -0.008, 0.314, -0.595, 0.004, 0.327, -0.401, 0.257, -0.297, 0.278, -0.155],
  "smiles": "C=C/C=C/C#N",
  "mol_weight_g_mol": 79.10,
  "homo_energy_ev": -9.842,
  "gap_ev": 10.0
}



Relative energies, in eV, with the most stable structure set to zero: a) 2.964; b) 2.177; c) 0.000.



a) {
  "formula": "C4H9O2",
  "method": "wB97M-V/def2-TZVPD",
  "species": ["H", "C", "C", "H", "H", "O", "H", "H", "H", "C", "O", "H", "C", "H", "H"],
  "coordinates": [[-1.55, -0.43, 0.66], [1.43, -1.23, 0.04], [2.57, -1.18, -1.01], [1.71, -2.08, 0.61], [-1.82, 2.52, -0.25], [3.55, -0.74, -0.50], [-2.75, 0.51, 1.30], [-0.94, 1.93, 1.31], [-0.37, 1.55, -0.16], [-2.15, 0.52, 0.37], [2.33, -1.49, -2.20], [1.35, -0.23, 0.54], [-1.30, 1.72, 0.30], [-2.69, 0.11, -0.37], [0.62, -1.46, -0.62]],
  "mulliken_charge": [0.332, -0.548, 0.377, 0.351, 1.926, -0.616, 1.127, 0.248, 0.080, -3.578, -0.730, 0.108, -2.291, 1.088, 0.126],
  "spin_multiplicity": 2,
  "s2": 0.750,
  "charge": -2,
  "mol_weight_g_mol": 89.11,
  "homo_energy_ev": [3.981, -1.136],
  "gap_ev": [2.8, 7.9]
}



b) {
  "formula": "C4H9O2",
  "method": "wB97M-V/def2-TZVPD",
  "species": ["C", "O", "C", "H", "C", "H", "H", "H", "C", "H", "H", "H", "H", "O", "H"],
  "coordinates": [[1.59, 0.92, 1.12], [1.82, 0.88, 2.36], [0.12, 0.72, 0.70], [-0.10, 1.07, -0.30], [-1.83, -0.89, -2.00], [0.01, -0.35, 0.82], [-0.54, 1.21, 1.41], [-2.14, -0.35, -2.89], [-2.73, -2.07, -1.57], [-2.54, -2.31, -0.52], [-0.82, -1.21, -2.26], [-1.75, -0.26, -1.11], [-2.48, -2.98, -2.12], [2.42, 1.15, 0.20], [-3.80, -1.87, -1.70]],
  "mulliken_charge": [0.459, -0.737, -0.603, 0.208, -0.759, 0.062, 0.268, 0.669, -4.014, 0.747, 0.298, 0.128, 1.207, -0.711, 0.779],
  "spin_multiplicity": 2,
  "s2": 0.750,
  "charge": -2,
  "mol_weight_g_mol": 89.11,
  "homo_energy_ev": [3.806, -1.508],
  "gap_ev": [2.9, 8.1]
}



Relative energies, in eV, with the most stable structure set to zero: a) 1.174; b) 0.000.



a) {
  "formula": "C3H11NO",
  "method": "wB97M-V/def2-TZVPD",
  "species": ["H", "H", "H", "H", "C", "C", "O", "N", "C", "H", "H", "H", "H", "H", "H", "H"],
  "coordinates": [[-3.26, -0.75, 1.30], [-2.12, 0.61, 1.03], [-0.85, -1.15, 1.94], [1.80, 0.41, 0.65], [1.26, 0.66, -0.29], [2.27, 0.99, -1.36], [0.44, -0.41, -0.67], [-1.21, -1.26, 1.00], [-2.39, -0.41, 0.75], [0.65, 1.56, -0.07], [1.77, 1.25, -2.28], [2.92, 1.82, -1.05], [-0.23, -0.77, 0.11], [-2.61, -0.44, -0.31], [2.92, 0.13, -1.54], [-1.35, -2.24, 0.78]],
  "mulliken_charge": [0.328, 0.283, 0.268, 0.229, -0.055, -1.204, -0.647, -0.565, -0.777, 0.210, 0.298, 0.356, 0.438, 0.296, 0.293, 0.249],
  "smiles": "CCO.CN",
  "mol_weight_g_mol": 77.13,
  "homo_energy_ev": -8.690,
  "gap_ev": 9.5
}



b) {
  "formula": "C3H11NO",
  "method": "wB97M-V/def2-TZVPD",
  "species": ["H", "H", "H", "C", "H", "H", "H", "H", "C", "H", "H", "O", "N", "H", "C", "H"],
  "coordinates": [[-2.19, 0.39, -0.39], [-0.66, -1.72, -1.30], [-0.40, 2.51, -0.38], [-1.18, 0.42, -0.77], [2.74, 0.85, 0.41], [0.71, 0.98, 0.19], [-1.02, -2.21, 1.10], [0.62, -0.61, -0.77], [-0.29, -1.45, 0.90], [0.64, -1.91, 1.11], [-0.42, -0.69, 1.63], [1.85, 0.44, 0.56], [-0.41, 1.50, -0.09], [-1.14, 0.48, -1.87], [-0.54, -0.90, -0.49], [1.24, -0.45, -1.39]],
  "mulliken_charge": [0.307, 0.421, 0.151, -0.188, 0.196, 0.354, 0.401, -0.488, -1.166, 0.344, 0.391, -0.785, -0.600, 0.242, -0.123, 0.544],
  "mol_weight_g_mol": 77.13,
  "homo_energy_ev": -7.677,
  "gap_ev": 5.8
}



Relative energies, in eV, with the most stable structure set to zero: a) 0.000; b) 6.049.



a) {
  "formula": "C3H11NO",
  "method": "wB97M-V/def2-TZVPD",
  "species": ["H", "C", "H", "H", "H", "H", "H", "H", "C", "N", "C", "H", "H", "H", "O", "H"],
  "coordinates": [[-1.97, -0.48, 0.84], [0.54, -0.52, -0.94], [-1.05, -1.25, -1.97], [-1.51, 0.19, -0.85], [-0.97, 0.14, 1.58], [1.91, -0.19, 0.58], [2.06, 1.41, -1.13], [-1.26, -1.83, -0.23], [1.41, 1.49, -0.14], [0.97, 0.21, 0.29], [-1.03, -0.89, -0.88], [0.50, 2.08, -0.28], [1.86, 2.29, 0.53], [0.73, 0.05, -1.85], [-1.72, -0.37, 1.71], [1.12, -1.37, -1.22]],
  "mulliken_charge": [0.372, -0.435, 0.339, 0.353, 0.298, 0.271, 0.288, 0.300, -0.887, -0.361, -1.273, 0.288, 0.316, 0.326, -0.654, 0.459],
  "smiles": "CCNC.O",
  "mol_weight_g_mol": 77.13,
  "homo_energy_ev": -9.796,
  "gap_ev": 10.7
}



b) {
  "formula": "C3H11NO",
  "method": "wB97M-V/def2-TZVPD",
  "species": ["H", "H", "H", "H", "H", "H", "H", "H", "H", "H", "O", "C", "N", "H", "C", "C"],
  "coordinates": [[0.56, -1.21, -1.86], [-1.59, 0.38, -1.42], [-0.62, 0.03, 3.09], [1.47, -1.64, -0.45], [1.14, 1.22, -1.44], [1.75, 0.99, 0.10], [-0.72, 0.88, 1.61], [-0.42, 1.58, 2.97], [-2.33, -0.45, -0.04], [2.76, 0.43, -1.37], [-0.33, -0.58, -0.02], [1.70, 0.46, -0.90], [-0.97, 0.88, 2.55], [-1.74, -1.61, -1.18], [-1.56, -0.54, -0.78], [0.89, -0.83, -0.86]],
  "mulliken_charge": [0.318, 0.283, 0.241, 0.293, 0.270, 0.233, 0.272, 0.225, 0.273, 0.319, -0.367, -0.967, -0.710, 0.310, -0.709, -0.284],
  "smiles": "CCOC.N",
  "mol_weight_g_mol": 77.13,
  "homo_energy_ev": -9.665,
  "gap_ev": 10.7
}



Relative energies, in eV, with the most stable structure set to zero: a) 0.974; b) 0.000.



a) {
  "formula": "C3H11NO",
  "method": "wB97M-V/def2-TZVPD",
  "species": ["H", "H", "O", "H", "C", "H", "H", "C", "H", "N", "H", "H", "C", "H", "H", "H"],
  "coordinates": [[1.82, -1.72, -1.28], [-1.22, 0.00, 0.36], [-2.35, 3.48, -1.92], [-2.08, 3.46, -1.05], [0.91, -0.66, 0.59], [1.42, -2.64, 0.20], [0.15, -0.30, 2.50], [1.77, -1.76, -0.15], [-1.59, 3.82, -2.50], [0.61, -1.02, 2.00], [-0.30, -0.44, -1.18], [0.03, -1.82, 1.99], [-0.48, -0.61, -0.11], [2.84, -1.52, 0.03], [-1.06, -1.60, -0.17], [1.32, 0.30, 0.50]],
  "mulliken_charge": [0.319, 0.404, -0.634, 0.304, 0.330, 0.382, 0.248, -1.213, 0.329, -0.688, 0.327, 0.264, -1.270, 0.272, 0.286, 0.338],
  "smiles": "CC(C)N.O",
  "mol_weight_g_mol": 77.13,
  "homo_energy_ev": -9.003,
  "gap_ev": 9.7
}



b) {
  "formula": "C3H11NO",
  "method": "wB97M-V/def2-TZVPD",
  "species": ["H", "H", "H", "O", "C", "C", "H", "H", "H", "H", "N", "H", "C", "H", "H", "H"],
  "coordinates": [[-1.36, -0.22, -2.28], [0.41, -2.09, 1.20], [1.03, -0.62, -1.77], [-0.14, -0.56, -0.08], [-0.68, 0.60, -2.09], [0.44, 0.11, -1.21], [-0.96, 1.86, 2.81], [-0.38, 1.03, -3.05], [1.34, -2.09, -0.27], [-0.04, 1.13, 3.99], [-0.04, 1.67, 3.14], [-1.25, 1.38, -1.57], [0.35, -1.88, 0.13], [-0.37, -2.57, -0.33], [0.50, 1.34, 2.36], [1.16, 0.90, -0.97]],
  "mulliken_charge": [0.286, 0.232, 0.292, -0.347, -1.145, -0.151, 0.225, 0.359, 0.343, 0.206, -0.658, 0.270, -0.687, 0.253, 0.235, 0.286],
  "smiles": "CCOC.N",
  "mol_weight_g_mol": 77.13,
  "homo_energy_ev": -9.510,
  "gap_ev": 10.5
}



Relative energies, in eV, with the most stable structure set to zero: a) 0.110; b) 0.000.